No. 1
{
  "formula": "C26H70N6O7",
  "method": "ωB97M-V/def2-TZVPD",
  "species": ["C", "O", "C", "C", "C", "N", "H", "H", "H", "H", "H", "H", "H", "H", "H", "H", "H", "C", "O", "C", "C", "C", "N", "H", "H", "H", "H", "H", "H", "H", "H", "H", "H", "H", "C", "O", "C", "C", "C", "N", "H", "H", "H", "H", "H", "H", "H", "H", "H", "H", "H", "C", "O", "C", "C", "C", "N", "H", "H", "H", "H", "H", "H", "H", "H", "H", "H", "H", "C", "O", "C", "C", "C", "N", "H", "H", "H", "H", "H", "H", "H", "H", "H", "H", "H", "C", "O", "C", "C", "N", "C", "C", "O", "C", "H", "H", "H", "H", "H", "H", "H", "H", "H", "H", "H", "H", "H", "H", "H"],
  "xyz": [[5.8340, 1.1514, 2.5535], [4.9292, 2.2421, 2.2980], [4.3231, 2.1077, 1.0244], [3.7214, 3.3794, 0.3459], [2.9406, 4.3087, 1.2830], [2.8325, 3.0729, -0.8153], [5.2262, 0.2631, 2.3815], [6.1649, 1.0609, 3.5881], [6.7457, 1.1339, 1.9564], [5.0439, 1.7274, 0.3006], [3.6016, 1.2981, 1.1348], [4.6070, 3.9429, 0.0521], [2.7212, 5.2427, 0.7656], [3.5992, 4.7013, 2.0577], [2.2173, 3.7643, 1.8901], [2.2160, 3.8177, -1.1076], [3.4234, 2.8167, -1.5933], [-3.7324, 5.6054, -1.6520], [-2.3826, 5.5436, -1.3474], [-1.5294, 5.7625, -2.3981], [0.0052, 5.8004, -1.9520], [0.9360, 6.8284, -2.7003], [0.6170, 4.4925, -2.1105], [-4.5223, 5.4118, -0.9263], [-3.8720, 4.9431, -2.5064], [-3.9009, 6.6308, -1.9812], [-1.5096, 5.1000, -3.2635], [-1.8850, 6.7483, -2.6978], [0.0224, 6.1482, -0.9191], [1.9469, 6.4944, -2.4665], [0.8311, 7.8631, -2.3740], [0.7536, 6.7620, -3.7729], [0.6907, 4.0511, -3.0160], [-0.0402, 3.8712, -1.6609], [-6.3567, -5.8991, 0.1991], [-5.0779, -5.1689, 0.2258], [-5.0712, -4.0417, -0.6216], [-3.7156, -3.2147, -0.5332], [-3.7371, -1.8473, -1.1568], [-2.6605, -3.9956, -1.2029], [-7.1046, -5.2087, 0.5891], [-6.1390, -6.7166, 0.8864], [-6.6300, -6.1372, -0.8288], [-5.1744, -4.4460, -1.6286], [-5.9837, -3.4464, -0.5910], [-3.5181, -3.0953, 0.5321], [-4.2199, -1.2211, -0.4066], [-4.3472, -1.8958, -2.0588], [-2.7131, -1.5373, -1.3651], [-2.6899, -4.9442, -0.8573], [-1.7730, -3.5801, -0.9586], [0.7811, -4.2646, -0.1155], [-0.0255, -3.2851, -0.6596], [0.4346, -2.5920, -1.8490], [0.2809, -3.4481, -3.1512], [1.2675, -3.0678, -4.2564], [-1.0676, -3.3611, -3.6972], [1.8343, -3.9864, -0.0770], [0.5873, -5.1532, -0.7164], [0.5431, -4.6253, 0.8851], [0.0077, -1.5891, -1.8535], [1.4911, -2.4862, -1.6025], [0.3276, -4.4906, -2.8366], [0.9930, -2.1187, -4.7167], [1.2599, -3.9742, -4.8619], [2.3170, -3.0339, -3.9642], [-1.7193, -3.5865, -2.9592], [-1.2228, -2.3631, -3.7054], [1.7698, -2.7655, 2.3958], [2.2530, -2.5042, 3.7145], [1.8033, -3.4997, 4.6620], [1.8483, -3.0725, 6.1241], [1.7613, -4.2271, 7.1008], [0.7502, -2.2324, 6.4285], [1.8892, -1.9482, 1.6846], [0.6835, -2.7261, 2.4769], [2.1575, -3.7251, 2.0539], [0.8615, -3.9862, 4.4084], [2.4637, -4.3608, 4.5591], [2.7513, -2.4662, 6.1951], [2.5269, -4.9961, 6.9978], [0.8712, -4.8556, 7.1300], [1.9540, -3.8562, 8.1075], [0.2689, -1.9526, 5.5858], [0.9099, -1.4036, 6.9833], [0.4343, 0.5225, 1.7936], [-0.2711, 1.6535, 2.2988], [-1.2850, 2.1939, 1.5182], [-0.9286, 2.9519, 0.2496], [-0.4772, 2.1511, -0.9047], [-1.5332, 1.3410, -1.6094], [-1.1903, 1.1336, -3.0774], [-0.2075, 0.1674, -3.3422], [1.0120, 0.7543, -3.2267], [1.3588, 0.9071, 1.3630], [-0.0628, -0.2080, 1.1553], [0.5797, 0.0292, 2.7546], [-1.7648, 2.9802, 2.1009], [-2.1272, 1.5451, 1.2774], [-0.1090, 3.6228, 0.5073], [-1.8065, 3.5513, 0.0085], [0.3347, 1.6766, -0.5361], [-2.5633, 1.6967, -1.6283], [-1.6682, 0.4268, -1.0315], [-1.0696, 1.9916, -3.7388], [-2.0901, 0.6314, -3.4329], [1.6424, 0.6379, -4.1083], [1.5033, 0.1379, -2.4738], [1.0121, 1.8163, -2.9812]],
  "forces_ev_per_angstrom": [[-1.17, -0.27, -0.02], [1.19, 0.79, 0.18], [-0.54, -0.63, -0.62], [-0.57, 0.66, 0.69], [1.57, -0.20, 0.83], [1.55, -1.29, 1.18], [0.37, -0.53, -0.22], [-0.38, 0.77, 0.16], [-0.17, 0.27, -0.48], [0.36, -0.12, -0.11], [-0.62, 0.02, -0.25], [0.12, 0.21, -0.34], [-1.09, -0.35, -0.17], [0.49, -0.28, 0.14], [-0.81, 0.35, -0.63], [-0.07, 0.40, 0.10], [-0.14, -0.08, -0.29], [-0.29, 0.70, -2.05], [0.36, -2.28, 3.10], [1.86, 2.41, -0.46], [-0.30, 1.29, -1.55], [-1.03, -0.78, 0.28], [-0.50, -0.06, 1.46], [0.96, -0.40, 0.78], [-0.63, -0.08, -0.20], [-0.48, 0.27, -0.37], [-0.84, -0.56, 0.01], [0.66, 0.51, -1.08], [0.01, -0.68, 0.31], [0.04, 0.13, -0.19], [-0.24, -0.07, -0.01], [0.20, 0.10, -0.12], [-0.06, 0.95, -0.74], [0.39, -0.80, 0.35], [1.88, 1.69, 0.36], [-0.69, -0.11, 0.37], [0.71, 0.19, -1.29], [-0.70, -1.95, 0.05], [-0.99, -0.37, 0.37], [-1.13, 0.12, 0.26], [-0.29, -0.23, 0.21], [-0.59, -0.21, -0.43], [0.11, -0.52, 0.03], [0.51, 0.08, -0.65], [-0.09, 0.52, 1.00], [0.11, -0.11, 0.32], [0.08, 0.62, -0.36], [0.21, 0.36, -0.22], [-0.16, 0.20, -0.04], [0.18, -0.20, 0.07], [0.23, -0.32, 0.27], [0.30, -1.56, -0.82], [-1.36, 1.85, 0.47], [1.61, -1.51, 0.73], [-0.49, 0.84, 1.17], [0.31, -1.22, 0.75], [-0.09, 0.92, -0.01], [0.16, -0.01, -0.41], [0.85, -0.46, -0.21], [-0.71, 0.86, 0.14], [-0.41, -0.29, -0.23], [0.49, 0.40, -0.56], [0.86, -0.11, -0.05], [-0.11, -0.34, -0.34], [-0.30, 0.61, -1.00], [-0.01, 0.34, 0.55], [-0.38, -0.86, 0.15], [-0.24, 0.64, -0.86], [-0.87, 0.20, 1.22], [-0.46, 0.21, 0.50], [1.00, -1.04, -0.52], [0.20, 0.08, -0.75], [1.52, -1.20, 0.63], [-2.21, 1.31, -0.28], [1.16, 0.08, 0.24], [-0.39, -0.88, -0.19], [-0.12, 0.17, -0.21], [-0.73, 0.71, -0.18], [0.55, -0.11, 0.07], [0.60, -0.51, 0.39], [0.57, 0.12, -0.43], [-0.55, 0.78, -0.37], [-0.37, 0.18, 0.07], [-0.09, 0.24, 0.09], [0.35, -0.16, -0.03], [0.25, 0.42, 1.59], [-0.69, -0.08, -0.70], [-1.11, 1.34, -0.42], [0.43, -0.64, 0.02], [-1.91, 0.94, 0.28], [1.94, 0.36, 0.80], [-2.24, -2.05, -0.16], [-1.57, 0.40, -0.58], [2.97, -0.55, 0.39], [0.19, -0.51, -0.17], [-0.55, 0.45, -0.35], [0.92, -0.61, -0.34], [0.12, -0.04, 0.60], [0.11, -0.92, 0.12], [0.09, 0.27, -0.07], [0.07, 0.06, -0.32], [0.06, -0.75, -0.78], [0.23, 1.21, 0.48], [0.18, -0.71, -0.62], [0.18, 0.51, 0.56], [-0.37, 0.10, -0.38], [-0.19, -0.06, -0.51], [0.77, 0.66, 0.50], [-0.11, -0.18, 0.35]],
  "spin_multiplicity": 1,
  "homo_ev": -8.566,
  "lumo_energy_ev": 0.62,
  "max_force_ev_per_a": 3.86,
  "orbital_gap_ev": 9.1868,
  "smiles": "COC[C@H](C)N.COC[C@H](C)N.COC[C@H](C)N.COC[C@H](C)N.COC[C@H](C)N.COCCNCCOC",
  "e_above_lowest_ev": 0.000
}



No. 2
{
  "formula": "C4H10N3O2S",
  "method": "ωB97M-V/def2-TZVPD",
  "species": ["H", "N", "C", "N", "N", "C", "C", "S", "C", "O", "O", "H", "H", "H", "H", "H", "H", "H", "H", "H"],
  "xyz": [[-1.3098, -1.9464, -2.7857], [-1.1602, -1.5059, -1.8944], [-0.9841, -2.3341, -0.9642], [-0.7203, -1.8681, 0.3545], [-0.8558, -0.4125, 0.3433], [-2.1652, -0.0096, 0.2749], [0.1931, 0.3073, 0.4064], [1.9998, -0.0686, 0.5412], [2.4855, 0.3330, -1.1626], [1.9863, -1.4767, 0.7968], [2.4491, 0.8519, 1.5168], [-0.9575, -3.3846, -1.0251], [0.1519, -2.2599, 0.7877], [-2.3859, 1.0222, 0.6794], [-2.4439, 0.1224, -0.7677], [-2.8080, -0.8041, 0.7330], [0.0647, 1.4393, 0.4444], [1.5812, 0.8855, -1.4265], [3.4465, 0.8494, -1.1132], [2.4279, -0.5037, -1.7983]],
  "forces_ev_per_angstrom": [[-0.24, -0.28, -0.35], [0.19, -0.02, 0.21], [0.63, 1.25, 0.24], [-0.37, 0.55, -0.40], [4.68, -2.74, 1.05], [-4.34, 1.90, 0.14], [-0.43, 2.84, 0.00], [-1.09, -1.61, -0.63], [-0.80, 0.77, 1.89], [0.66, -0.38, -0.08], [0.30, 0.57, -0.18], [-0.03, -1.36, -0.08], [-0.79, 1.05, -0.44], [0.69, -1.27, 0.20], [-0.01, -0.43, -0.16], [0.55, 0.97, -0.33], [-0.25, -1.51, 0.03], [0.60, 0.94, -0.41], [-0.37, 0.17, -0.31], [0.43, -1.42, -0.38]],
  "spin_multiplicity": 1,
  "homo_ev": -14.812,
  "total_charge": 1,
  "lumo_energy_ev": -5.26,
  "max_force_ev_per_a": 5.52,
  "orbital_gap_ev": 9.5540,
  "smiles": "[H]/N=C/N/[N+](C)=C\\S(C)(=O)=O",
  "e_above_lowest_ev": 2.400
}



Number 2 is which compound? C4H10N3O2S